[1]
Density functional theory data (ωB97M-V/def2-TZVPD) for the ion C5H10N with charge +1.

Output
2S+1: 3
Highest occupied orbital energy (spin up / spin down): -0.4917 / -0.5965 Ha
Expectation value of S²: 2.02
Net charge: +1
Gap between HOMO and LUMO (spin up / spin down): 10.030 / 8.317 eV

CARTESIAN COORDINATES (ANGSTROEM)
C: 0.435992 -0.402413 0.038832
C: -0.689480 0.262453 -0.537103
C: -1.283128 1.339967 0.139543
C: -1.197115 -0.304320 -1.723666
C: 2.159273 -0.718282 1.689701
N: 0.911017 -0.212877 1.261718
H: 0.895170 -1.106658 -0.579454
H: -1.252321 2.185536 -0.542854
H: -0.831577 1.648399 1.081503
H: -2.372631 1.356622 0.135433
H: -0.436076 -1.019990 -2.098502
H: -1.579727 0.410779 -2.461865
H: -2.122343 -0.926132 -1.530918
H: 2.116247 -1.762403 1.508642
H: 2.394585 -0.340704 2.646654
H: 2.852115 -0.409977 0.972337

Forces on atoms 1 to 3 (eV/Å):
C -2.573 2.880 1.364
C 2.390 -1.640 2.188
C -1.227 2.494 0.499


[2]
Density functional theory data (ωB97M-V/def2-TZVPD) for a structure of composition C33H42BrIN3O2PSTc.

Output
2S+1: 2
Highest occupied orbital energy (spin up / spin down): -0.4785 / -0.5077 Ha
Expectation value of S²: 0.76
Net charge: +2
Gap between HOMO and LUMO (spin up / spin down): 6.015 / 7.122 eV

CARTESIAN COORDINATES (ANGSTROEM)
Tc: -1.091986 0.135313 0.405260
O: -1.744519 -2.838599 -1.765875
S: -2.508912 -2.479943 -0.606971
O: -3.807927 -3.035323 -0.413665
N: -2.574188 -0.810753 -0.496350
C: -3.390363 -0.084268 -1.392642
C: -4.352657 -0.554991 -2.242157
C: -5.089344 0.351186 -3.039921
C: -4.865426 1.694445 -2.989115
C: -3.868600 2.200418 -2.120575
C: -3.541705 3.561628 -1.988875
C: -2.546704 3.946859 -1.121937
C: -1.879808 2.979691 -0.375661
N: -2.162100 1.685465 -0.466516
C: -3.146176 1.289222 -1.335021
C: -1.486317 -2.762238 0.814095
C: -1.475428 -1.850752 1.886782
C: -0.642738 -2.115091 2.983870
C: 0.113985 -3.270692 3.015602
C: 0.063684 -4.173362 1.954398
C: -0.708299 -3.907072 0.830808
H: -4.568044 -1.615379 -2.298901
H: -5.849393 -0.043601 -3.700340
H: -5.438223 2.380360 -3.599065
H: -4.077470 4.299035 -2.574504
H: -2.273460 4.985401 -1.003414
H: -1.080104 3.262161 0.298506
H: -2.309458 -1.151070 2.029393
H: -0.636847 -1.441269 3.831767
H: 0.732410 -3.483829 3.877337
H: 0.639314 -5.089034 1.998272
H: -0.724234 -4.582862 -0.014450
C: 3.549924 1.312350 0.900095
C: 2.952987 1.710232 -0.459168
C: 2.092786 2.958464 -0.194044
C: 4.086450 2.052915 -1.437619
P: 1.897892 0.304310 -1.100786
N: 0.500415 0.422689 -0.210846
C: 1.297492 0.524583 -2.867129
C: 2.400748 0.156463 -3.870526
C: 0.872211 1.984049 -3.091939
C: 0.053862 -0.342676 -3.132367
C: 2.683521 -1.356124 -0.786571
C: 2.606692 -1.663712 0.709824
C: 4.145222 -1.384327 -1.255609
C: 1.899231 -2.456075 -1.512882
H: 4.047298 2.193481 1.309079
H: 4.298889 0.529240 0.825699
H: 2.777728 1.011640 1.610148
H: 2.735736 3.692067 0.296207
H: 1.269357 2.733957 0.484674
H: 1.702020 3.423021 -1.092538
H: 4.720317 2.806020 -0.965059
H: 3.718770 2.481524 -2.366672
H: 4.718395 1.197163 -1.672068
H: 3.312908 0.732219 -3.733008
H: 2.022176 0.377581 -4.870170
H: 2.648210 -0.903117 -3.849881
H: 1.710643 2.674515 -3.083708
H: 0.123606 2.310101 -2.367725
H: 0.421027 2.042010 -4.084059
H: 0.261649 -1.402714 -3.206689
H: -0.357272 -0.023602 -4.092606
H: -0.727340 -0.199962 -2.382171
H: 3.235328 -1.021685 1.322282
H: 2.950688 -2.689736 0.850064
H: 1.583867 -1.603059 1.067782
H: 4.789964 -0.737616 -0.667847
H: 4.256562 -1.128312 -2.310358
H: 4.511473 -2.405408 -1.129355
H: 0.834944 -2.447348 -1.276592
H: 2.306583 -3.413464 -1.179069
H: 2.024519 -2.418738 -2.591276
Br: -4.160082 0.287091 3.563659
C: -2.719207 0.129534 4.776252
C: -2.911591 -0.617056 5.929469
C: -1.878465 -0.757969 6.844951
C: -0.650251 -0.153856 6.619483
C: -0.446931 0.595124 5.469996
C: -1.482576 0.727616 4.557951
I: -1.137438 1.870955 2.840670
H: -3.872664 -1.078729 6.108395
H: -2.042275 -1.337657 7.743183
H: 0.150348 -0.255874 7.339234
H: 0.504652 1.076855 5.291124

Forces on atoms 1 to 3 (eV/Å):
Tc -1.685 0.728 1.601
O -0.037 -0.060 0.060
S 0.086 0.083 -0.128


[3]
Density functional theory data (ωB97M-V/def2-TZVPD) for an isolated molecule of C5H10O2.

Output
SMILES: C[C@]1(O)C[C@@]1(C)O
Highest occupied orbital energy: -0.3420 Ha
Net charge: 0
Gap between HOMO and LUMO: 10.165 eV

CARTESIAN COORDINATES (ANGSTROEM)
C: 0.651527 1.667002 -0.427273
C: -0.204088 0.442694 -0.713080
O: -0.312403 0.257571 -2.101422
C: -1.358864 -0.163921 0.073937
C: 0.016474 -0.786196 0.121655
C: 0.741764 -0.625527 1.441370
O: 0.293980 -1.947365 -0.596643
H: 0.472704 2.431956 -1.188091
H: 0.517068 2.102413 0.566951
H: 1.701662 1.357568 -0.521618
H: -1.252217 0.142653 -2.297535
H: -2.088819 -0.689660 -0.543112
H: -1.776897 0.256086 0.986160
H: 0.565079 -1.504236 2.072471
H: 1.820906 -0.495806 1.309686
H: 0.357083 0.245496 1.983223
H: -0.144958 -2.690729 -0.166679

Forces on atoms 1 to 3 (eV/Å):
C -0.087 -0.012 0.022
C 0.157 0.056 0.180
O -0.321 -0.108 -0.104


[4]
Density functional theory data (ωB97M-V/def2-TZVPD) for a cluster of 2 separate species, H5PSi in total.

Output
Highest occupied orbital energy (spin up / spin down): -0.3656 / -0.3360 Ha
Net charge: 0
Gap between HOMO and LUMO (spin up / spin down): 8.564 / 8.046 eV

CARTESIAN COORDINATES (ANGSTROEM)
Si: -0.628015 -0.418467 -0.099121
P: 1.687838 -0.358658 0.002961
H: -1.101857 -0.066232 -1.485411
H: -0.769148 -1.780538 0.374989
H: -1.529330 0.402927 0.942418
H: 1.514567 0.374119 1.307075
H: 0.825946 1.846847 -1.042914

Forces on atoms 1 to 3 (eV/Å):
Si -0.300 1.172 0.753
P -1.485 2.432 0.741
H 0.087 -0.478 0.515


[5]
Density functional theory data (ωB97M-V/def2-TZVPD) for an isolated molecule of C4H10N2O.

Output
SMILES: CC(C)=N[C@H](N)O
Highest occupied orbital energy: -0.3158 Ha
Net charge: 0
Gap between HOMO and LUMO: 9.027 eV

CARTESIAN COORDINATES (ANGSTROEM)
C: -1.413426 0.828356 -0.725378
C: -0.522271 -0.372386 -0.486284
C: -1.025724 -1.651191 -1.118939
N: 0.788944 -0.340398 -0.275121
C: 0.968169 0.280085 0.963434
N: 2.016650 1.230908 0.933592
O: 1.170501 -0.584087 2.055408
H: -1.030215 1.735538 -0.263018
H: -2.412252 0.642087 -0.322973
H: -1.498073 0.980110 -1.807129
H: -0.771852 -1.621838 -2.183259
H: -0.510216 -2.515871 -0.695096
H: -2.104678 -1.767112 -0.997433
H: -0.140122 0.697380 1.169605
H: 1.962614 1.771877 0.077810
H: 2.902147 0.731743 0.950941
H: 1.619801 -0.045201 2.723840

Forces on atoms 1 to 3 (eV/Å):
C -0.309 -0.075 1.514
C 2.186 -1.185 -3.025
C 0.072 0.125 -0.147


[6]
Density functional theory data (ωB97M-V/def2-TZVPD) for a cluster of 2 separate species, C13H18ClF10NO5S in total.

Output
SMILES: CCN[C@@]1(CCF)[C@H](Cl)OS(=O)(=O)[C@H](O)[C@@H]1F.FC(F)C(F)(F)COC(F)(F)C(F)F
Highest occupied orbital energy: -0.3640 Ha
Net charge: 0
Gap between HOMO and LUMO: 10.180 eV

CARTESIAN COORDINATES (ANGSTROEM)
C: 4.284996 0.819692 -2.748261
C: 2.859136 0.931811 -3.296042
N: 2.198589 2.187128 -2.950145
C: 1.764330 2.475934 -1.578375
C: 2.920317 3.138393 -0.794260
C: 3.535381 4.357771 -1.478281
F: 4.892483 4.131553 -1.695940
C: 0.588269 3.474624 -1.743349
Cl: 0.143248 4.404577 -0.299720
O: -0.544808 2.865946 -2.353955
S: -1.313787 1.644779 -1.640209
O: -2.140946 1.093859 -2.674956
O: -1.871077 2.054522 -0.392883
C: 0.081761 0.517317 -1.379551
O: -0.339951 -0.469141 -0.475716
C: 1.324626 1.211184 -0.826039
F: 1.059955 1.535995 0.489845
H: 4.326394 0.729671 -1.660568
H: 4.789332 -0.039431 -3.196053
H: 4.842898 1.721637 -3.021670
H: 2.273207 0.032697 -3.044500
H: 2.933657 0.927701 -4.389448
H: 1.461810 2.390692 -3.609052
H: 2.601091 3.394349 0.214602
H: 3.726401 2.404263 -0.689417
H: 3.460307 5.249491 -0.854277
H: 3.099334 4.553602 -2.459700
H: 0.903039 4.221761 -2.476235
H: 0.261800 0.100834 -2.372877
H: -0.522682 -1.286841 -0.938407
H: 2.124359 0.464515 -0.804870
F: -3.013493 -5.230673 2.118170
C: -4.187337 -5.321725 2.770632
F: -5.100609 -5.837453 1.918678
C: -4.680291 -3.946042 3.237107
F: -4.969310 -3.174569 2.173065
F: -5.849076 -4.217085 3.894967
C: -3.825655 -3.167461 4.248627
O: -2.970802 -2.156258 3.752913
C: -1.672711 -2.384043 3.399942
F: -1.276898 -3.631318 3.703429
F: -0.899976 -1.535756 4.116300
C: -1.415636 -2.046382 1.924926
F: -2.224095 -2.762959 1.115028
F: -0.136857 -2.381886 1.636545
H: -4.077090 -5.996972 3.622968
H: -4.554865 -2.620617 4.844604
H: -3.298731 -3.847399 4.918996
H: -1.570038 -0.982285 1.743410

Forces on atoms 1 to 3 (eV/Å):
C -0.074 0.242 -0.175
C 0.362 -0.088 -0.148
N -0.249 0.029 0.004


Among the records above, which one has the highest net charge?
C33H42BrIN3O2PSTc